The following is a quantum chemistry calculation of a 2-piece molecular cluster, C2H5BrClN overall at a distorted geometry, from OMol25.

Values from the calculation:
- charge = 0
- relative energy (zero: lowest compared OMol25 entry of this formula, charge and spin) (kcal per mole) = 71.8
- lowest unoccupied orbital energy (eV) = 0.61

Bonds (Å) are listed after each position.
Positions of all 10 atoms, in Å:
1 C 1.330 0.304 0.112  N3 1.429, H6 1.087, H7 1.226, H8 1.086
2 C -1.439 0.076 -0.146  Cl4 1.698, Br5 1.898, H9 1.014
3 N 0.267 -0.407 0.748  C1 1.429, H10 1.041
4 Cl -2.564 -0.738 0.830  C2 1.698
5 Br -1.360 -0.293 -2.006  C2 1.898
6 H 1.176 1.363 0.303  C1 1.087
7 H 2.243 -0.103 0.821  C1 1.226
8 H 1.566 -0.003 -0.903  C1 1.086
9 H -1.446 1.062 0.088  C2 1.014
10 H 0.226 -1.261 0.154  N3 1.041

Results of the Löwdin charge analysis, in e, for atoms 1 through 6: C -0.249; C -1.142; N -0.114; Cl 0.592; Br 0.659; H 0.066

The following is a quantum chemistry calculation of a 8-piece molecular cluster, C54H102BrClI2N3O11PS overall at a distorted geometry, from OMol25.

Values from the calculation:
- charge = 0
- lowest unoccupied orbital energy (eV) = 0.15

Bonds (Å) are listed after each position.
Positions of all 176 atoms, in Å:
1 C 8.058 -0.720 1.388  C2 1.544, H40 1.080, H41 1.078, H42 1.083
2 C 8.721 0.565 0.847  C1 1.544, C3 1.504, H43 1.076, H44 1.082
3 C 8.344 1.741 1.706  C2 1.504, O4 1.224, O5 1.366
4 O 8.711 1.853 2.869  C3 1.224
5 O 7.580 2.702 1.108  C3 1.366, C6 1.447
6 C 6.200 2.302 0.934  O5 1.447, C7 1.508, H45 1.080, H46 1.080
7 C 5.406 2.975 2.026  C6 1.508, N8 1.478, H47 1.079, H48 1.083
8 N 3.955 2.707 1.939  C7 1.478, C9 1.477, C13 1.454
9 C 3.312 4.030 2.066  N8 1.477, C10 1.527, H49 1.084, H50 1.085
10 C 1.796 4.200 2.103  C9 1.527, C11 1.528, H51 1.084, H52 1.083
11 C 1.204 4.396 0.708  C10 1.528, N12 1.473, H53 1.085, H54 1.085
12 N 1.669 3.410 -0.283  C11 1.473, H55 1.013, H56 1.008
13 C 3.484 1.694 2.870  N8 1.454, Cl14 1.818, P15 1.916, C17 1.586
14 Cl 3.352 2.400 4.540  C13 1.818
15 P 4.726 0.258 3.124  C13 1.916, N16 1.570, H57 1.406, H58 1.398
16 N 4.371 -0.888 4.137  P15 1.570, H59 1.009
17 C 2.129 1.105 2.292  C13 1.586, O18 1.420, C35 1.516, H60 1.085
18 O 2.495 -0.132 1.700  C17 1.420, C19 1.406
19 C 1.810 -0.573 0.555  O18 1.406, S20 1.856, C21 1.545, C31 1.550
20 S 2.657 -2.167 0.126  C19 1.856, H61 1.333
21 C 0.317 -0.902 0.778  C19 1.545, C22 1.531, H62 1.084, H63 1.082
22 C -0.279 -2.088 0.015  C21 1.531, C23 1.543, H64 1.078, H65 1.086
23 C -0.444 -1.917 -1.509  C22 1.543, C24 1.538, C25 1.540, H66 1.085
24 C -1.883 -2.302 -1.893  C23 1.538, H67 1.081, H68 1.085, H69 1.083
25 C 0.501 -2.794 -2.353  C23 1.540, C26 1.542, H70 1.080, H71 1.081
26 C 1.317 -2.060 -3.436  C25 1.542, C27 1.505, H72 1.086, H73 1.083
27 C 2.784 -2.375 -3.328  C26 1.505, C28 1.337, H74 1.078
28 C 3.798 -1.585 -3.696  C27 1.337, C29 1.493, C30 1.494
29 C 3.663 -0.398 -4.590  C28 1.493, H75 1.079, H76 1.082, H77 1.083
30 C 5.189 -1.894 -3.249  C28 1.494, H78 1.088, H79 1.085, H80 1.081
31 C 1.949 0.384 -0.656  C19 1.550, C32 1.504, H81 1.085, H82 1.084
32 C 3.340 0.868 -0.964  C31 1.504, O33 1.204, Br34 1.988
33 O 4.390 0.494 -0.509  C32 1.204
34 Br 3.412 2.256 -2.385  C32 1.988
35 C 0.904 1.057 3.183  C17 1.516, I36 2.126, C37 1.331
36 I 0.970 -0.024 5.013  C35 2.126, I39 3.457
37 C -0.268 1.595 2.855  C35 1.331, C38 1.494, I39 2.125
38 C -0.598 2.347 1.607  C37 1.494, H83 1.082, H84 1.079, H85 1.082
39 I -1.983 1.529 4.108  I36 3.457, C37 2.125
40 H 7.731 -0.586 2.409  C1 1.080
41 H 8.745 -1.551 1.364  C1 1.078
42 H 7.193 -0.989 0.795  C1 1.083
43 H 9.790 0.438 0.838  C2 1.076
44 H 8.333 0.738 -0.149  C2 1.082
45 H 6.147 1.224 0.950  C6 1.080
46 H 5.886 2.678 -0.028  C6 1.080
47 H 5.569 4.026 1.845  C7 1.079
48 H 5.823 2.816 3.013  C7 1.083
49 H 3.627 4.586 1.190  C9 1.084
50 H 3.726 4.577 2.907  C9 1.085
51 H 1.640 5.154 2.592  C10 1.084
52 H 1.263 3.474 2.704  C10 1.083
53 H 1.553 5.374 0.391  C11 1.085
54 H 0.121 4.467 0.723  C11 1.085
55 H 0.876 2.835 -0.540  N12 1.013
56 H 1.898 3.896 -1.136  N12 1.008
57 H 5.912 0.876 3.554  P15 1.406
58 H 5.051 -0.243 1.860  P15 1.398
59 H 3.450 -0.775 4.534  N16 1.009
60 H 1.927 1.809 1.492  C17 1.085
61 H 3.497 -1.764 -0.827  S20 1.333
62 H -0.268 -0.029 0.513  C21 1.084
63 H 0.198 -1.090 1.837  C21 1.082
64 H 0.193 -3.026 0.262  C22 1.078
65 H -1.289 -2.188 0.402  C22 1.086
66 H -0.355 -0.866 -1.761  C23 1.085
67 H -1.990 -2.418 -2.963  C24 1.081
68 H -2.561 -1.524 -1.556  C24 1.085
69 H -2.156 -3.204 -1.359  C24 1.083
70 H 1.163 -3.349 -1.705  C25 1.080
71 H -0.106 -3.524 -2.870  C25 1.081
72 H 0.976 -2.417 -4.403  C26 1.086
73 H 1.151 -0.989 -3.416  C26 1.083
74 H 3.004 -3.335 -2.891  C27 1.078
75 H 2.645 -0.044 -4.657  C29 1.079
76 H 4.312 0.396 -4.247  C29 1.082
77 H 4.025 -0.693 -5.567  C29 1.083
78 H 5.459 -1.231 -2.429  C30 1.088
79 H 5.915 -1.713 -4.034  C30 1.085
80 H 5.275 -2.908 -2.885  C30 1.081
81 H 1.275 1.232 -0.609  C31 1.085
82 H 1.658 -0.166 -1.544  C31 1.084
83 H -1.589 2.058 1.283  C38 1.082
84 H 0.076 2.144 0.789  C38 1.079
85 H -0.670 3.401 1.838  C38 1.082
86 C -4.774 -5.583 1.124  C87 1.529, C90 1.523, H91 1.088, H92 1.091
87 C -4.715 -4.992 2.533  C86 1.529, C88 1.519, H93 1.094, H94 1.087
88 C -4.029 -3.663 2.268  C87 1.519, O89 1.431, H95 1.096, H96 1.091
89 O -4.405 -3.251 0.950  C88 1.431, C90 1.432
90 C -5.032 -4.346 0.274  C86 1.523, O89 1.432, H97 1.096, H98 1.091
91 H -5.537 -6.349 0.997  C86 1.088
92 H -3.810 -6.021 0.862  C86 1.091
93 H -5.727 -4.825 2.912  C87 1.094
94 H -4.182 -5.608 3.252  C87 1.087
95 H -2.937 -3.764 2.295  C88 1.096
96 H -4.321 -2.880 2.970  C88 1.091
97 H -6.104 -4.133 0.193  C90 1.096
98 H -4.620 -4.431 -0.733  C90 1.091
99 C -5.891 3.442 -0.219  C100 1.525, C103 1.520, H104 1.089, H105 1.092
100 C -6.354 3.303 1.228  C99 1.525, C101 1.523, H106 1.092, H107 1.089
101 C -5.058 2.925 1.931  C100 1.523, O102 1.429, H108 1.095, H109 1.090
102 O -4.001 3.554 1.203  C101 1.429, C103 1.433
103 C -4.511 4.052 -0.040  C99 1.520, O102 1.433, H110 1.096, H111 1.091
104 H -6.548 4.056 -0.834  C99 1.089
105 H -5.812 2.457 -0.683  C99 1.092
106 H -6.719 4.263 1.600  C100 1.092
107 H -7.140 2.563 1.367  C100 1.089
108 H -4.898 1.841 1.906  C101 1.095
109 H -5.029 3.252 2.971  C101 1.090
110 H -4.570 5.145 0.019  C103 1.096
111 H -3.820 3.785 -0.841  C103 1.091
112 C -2.985 -5.880 7.539  C113 1.527, C116 1.522, H117 1.088, H118 1.092
113 C -4.463 -5.499 7.581  C112 1.527, C114 1.522, H119 1.092, H120 1.089
114 C -4.739 -5.171 6.120  C113 1.522, O115 1.431, H121 1.096, H122 1.090
115 O -3.869 -6.004 5.348  C114 1.431, C116 1.432
116 C -2.893 -6.607 6.204  C112 1.522, O115 1.432, H123 1.095, H124 1.090
117 H -2.666 -6.497 8.377  C112 1.088
118 H -2.367 -4.981 7.522  C112 1.092
119 H -5.062 -6.356 7.895  C113 1.092
120 H -4.684 -4.667 8.247  C113 1.089
121 H -4.506 -4.124 5.896  C114 1.096
122 H -5.772 -5.365 5.828  C114 1.090
123 H -3.136 -7.670 6.313  C116 1.095
124 H -1.910 -6.523 5.741  C116 1.090
125 C -0.290 7.094 -1.997  C126 1.524, C129 1.517, H130 1.084, H131 1.094
126 C -0.547 7.567 -0.571  C125 1.524, C127 1.521, H132 1.093, H133 1.089
127 C -1.188 6.337 0.055  C126 1.521, O128 1.432, H134 1.090, H135 1.091
128 O -0.623 5.202 -0.612  C127 1.432, C129 1.432
129 C 0.091 5.643 -1.771  C125 1.517, O128 1.432, H136 1.096, H137 1.091
130 H 0.484 7.657 -2.505  C125 1.084
131 H -1.209 7.156 -2.587  C125 1.094
132 H 0.403 7.789 -0.079  C126 1.093
133 H -1.178 8.452 -0.508  C126 1.089
134 H -2.266 6.333 -0.105  C127 1.090
135 H -0.996 6.252 1.126  C127 1.091
136 H 1.164 5.549 -1.568  C129 1.096
137 H -0.158 5.000 -2.616  C129 1.091
138 C 4.018 10.433 -1.562  C139 1.527, C142 1.522, H143 1.088, H144 1.092
139 C 3.734 10.350 -3.060  C138 1.527, C140 1.522, H145 1.092, H146 1.088
140 C 3.139 8.954 -3.185  C139 1.522, O141 1.432, H147 1.095, H148 1.091
141 O 2.465 8.692 -1.949  C140 1.432, C142 1.431
142 C 2.828 9.682 -0.981  C138 1.522, O141 1.431, H149 1.095, H150 1.091
143 H 4.097 11.451 -1.185  C138 1.088
144 H 4.946 9.909 -1.327  C138 1.092
145 H 2.995 11.103 -3.343  C139 1.092
146 H 4.616 10.489 -3.683  C139 1.088
147 H 3.920 8.199 -3.322  C140 1.095
148 H 2.426 8.868 -4.006  C140 1.091
149 H 1.972 10.349 -0.829  C142 1.095
150 H 3.055 9.190 -0.035  C142 1.091
151 C -4.565 -2.948 -7.232  C152 1.528, C155 1.524, H156 1.089, H157 1.092
152 C -5.099 -3.185 -5.820  C151 1.528, C153 1.522, H158 1.092, H159 1.089
153 C -3.836 -3.607 -5.083  C152 1.522, O154 1.429, H160 1.096, H161 1.090
154 O -2.749 -2.929 -5.717  C153 1.429, C155 1.429
155 C -3.194 -2.349 -6.945  C151 1.524, O154 1.429, H162 1.096, H163 1.090
156 H -5.192 -2.295 -7.836  C151 1.089
157 H -4.458 -3.900 -7.757  C151 1.092
158 H -5.485 -2.252 -5.405  C152 1.092
159 H -5.889 -3.933 -5.767  C152 1.089
160 H -3.667 -4.686 -5.169  C153 1.096
161 H -3.855 -3.343 -4.026  C153 1.090
162 H -3.255 -1.263 -6.816  C155 1.096
163 H -2.463 -2.562 -7.726  C155 1.090
164 C -3.357 -10.320 -1.462  C165 1.527, C168 1.523, H169 1.089, H170 1.092
165 C -3.685 -10.463 0.022  C164 1.527, C166 1.523, H171 1.092, H172 1.089
166 C -3.587 -9.020 0.500  C165 1.523, O167 1.430, H173 1.095, H174 1.091
167 O -3.972 -8.203 -0.609  C166 1.430, C168 1.429
168 C -4.027 -8.995 -1.797  C164 1.523, O167 1.429, H175 1.096, H176 1.090
169 H -3.722 -11.144 -2.075  C164 1.089
170 H -2.277 -10.243 -1.602  C164 1.092
171 H -4.704 -10.834 0.147  C165 1.092
172 H -3.013 -11.130 0.559  C165 1.089
173 H -2.561 -8.763 0.782  C166 1.095
174 H -4.242 -8.806 1.346  C166 1.091
175 H -5.079 -9.139 -2.071  C168 1.096
176 H -3.531 -8.459 -2.607  C168 1.090

Results of the Löwdin charge analysis, in e, for atoms 1 through 6: C -0.074; C -0.129; C -0.478; O 0.113; O -0.020; C -0.156

The following is a quantum chemistry calculation of one molecule with the formula C4H6N2, from OMol25.

Values from the calculation:
- structure (SMILES) = Cc1ccn[nH]1
- charge = 0
- relative energy (zero: lowest compared OMol25 entry of this formula, charge and spin) (kcal per mole) = 18.2
- lowest unoccupied orbital energy (eV) = 0.97

Bonds (Å) are listed after each position.
Positions of all 12 atoms, in Å:
1 C -1.734 -0.033 -0.058  C2 1.496, H7 1.095, H8 1.092, H9 1.094
2 C -0.247 -0.009 -0.228  C1 1.496, C3 1.378, N6 1.361
3 C 0.751 -0.951 -0.356  C2 1.378, C4 1.417, H10 1.082
4 C 1.914 -0.295 0.118  C3 1.417, N5 1.322, H11 1.080
5 N 1.680 0.961 0.455  C4 1.322, N6 1.338
6 N 0.368 1.111 0.238  C2 1.361, N5 1.338, H12 1.008
7 H -2.289 0.664 -0.695  C1 1.095
8 H -2.181 -1.025 -0.154  C1 1.092
9 H -1.832 0.315 0.975  C1 1.094
10 H 0.667 -1.967 -0.720  C3 1.082
11 H 2.905 -0.701 0.258  C4 1.080
12 H -0.021 2.040 0.215  N6 1.008

Results of the Löwdin charge analysis, in e, for atoms 1 through 6: C -0.035; C -0.323; C -0.041; C -0.179; N 0.019; N -0.024

The following is a quantum chemistry calculation of one molecule with the formula C4H5FO2S at a distorted geometry, from OMol25.

Values from the calculation:
- structure (SMILES) = CS/C(=C/F)C(=O)O
- charge = 0
- relative energy (zero: lowest compared OMol25 entry of this formula, charge and spin) (kcal per mole) = 48.8
- lowest unoccupied orbital energy (eV) = -0.14

Bonds (Å) are listed after each position.
Positions of all 13 atoms, in Å:
1 C 2.139 -0.017 0.694  S2 1.919, H9 1.185, H10 1.133, H11 1.156
2 S 1.356 -0.028 -1.058  C1 1.919, C3 1.792
3 C -0.389 -0.034 -0.653  S2 1.792, C4 1.372, C6 1.454
4 C -0.929 -1.271 -0.411  C3 1.372, F5 1.315, H12 1.017
5 F -2.082 -1.717 0.040  C4 1.315
6 C -0.984 1.267 -0.398  C3 1.454, O7 1.204, O8 1.387
7 O -0.502 2.319 -0.063  C6 1.204
8 O -2.365 1.278 -0.262  C6 1.387, H13 1.088
9 H 1.641 -0.542 1.632  C1 1.185
10 H 2.285 1.082 0.925  C1 1.133
11 H 3.167 -0.541 0.618  C1 1.156
12 H -0.472 -2.180 -0.436  C4 1.017
13 H -2.864 0.384 -0.629  O8 1.088

Results of the Löwdin charge analysis, in e, for atoms 1 through 6: C -0.357; S 0.854; C -0.462; C -0.131; F 0.068; C -0.552

| no. | Kohn-Sham gap (eV) | E_HOMO (hartree) |
| --- | --- | --- |
| 1 | 9.89 | -0.3411 |
| 2 | 7.91 | -0.2853 |
| 3 | 10.04 | -0.3332 |
| 4 | 9.32 | -0.3475 |